Computed, not measured: 16 unconnected molecules or ions with the total composition C38H111N3O24, with ωB97M-V/def2-TZVPD.

Atoms and positions in Å:
C1 3.306 -1.300 -1.168
C2 4.361 -1.004 -0.110
O1 3.715 -0.571 1.047
O2 3.799 -2.092 -2.275
H1 2.971 -0.374 -1.634
H2 2.449 -1.717 -0.668
H3 5.083 -0.269 -0.445
H4 4.800 -2.048 0.131
H5 4.001 0.345 1.314
H6 3.974 -2.978 -1.817
C3 -1.645 3.768 1.313
C4 -1.519 3.971 2.836
O3 -0.299 4.552 3.211
O4 -2.810 2.963 1.112
H7 -0.772 3.125 0.939
H8 -1.634 4.690 0.680
H9 -1.523 3.035 3.384
H10 -2.331 4.630 3.266
H11 -0.255 5.468 2.922
H12 -3.465 3.464 0.558
C5 0.973 1.924 6.020
C6 1.138 1.482 4.591
O5 1.732 2.502 3.796
O6 2.352 1.928 6.453
H13 0.353 1.300 6.587
H14 0.488 2.937 6.147
H15 0.243 1.091 4.121
H16 1.764 0.546 4.619
H17 1.006 3.086 3.501
H18 2.480 2.633 7.058
C7 1.168 -2.429 3.546
C8 1.919 -2.968 2.372
O7 3.382 -3.017 2.529
O8 1.661 -2.817 4.802
H19 0.167 -2.757 3.504
H20 1.046 -1.342 3.470
H21 1.618 -2.383 1.526
H22 1.674 -4.032 2.258
H23 3.734 -2.196 2.100
H24 2.622 -2.972 4.613
C9 -4.646 1.063 3.442
C10 -5.109 0.537 2.091
O9 -6.176 -0.284 2.269
O10 -4.554 -0.027 4.345
H25 -5.415 1.724 3.800
H26 -3.704 1.646 3.345
H27 -4.284 -0.052 1.681
H28 -5.250 1.417 1.472
H29 -6.095 -1.050 1.733
H30 -5.356 -0.601 4.342
C11 5.516 0.816 -4.214
C12 4.261 1.626 -4.379
O11 4.032 2.540 -3.372
O12 5.562 0.134 -2.980
H31 6.394 1.484 -4.274
H32 5.620 0.072 -5.036
H33 3.401 0.988 -4.598
H34 4.319 2.286 -5.282
H35 4.267 2.188 -2.491
H36 4.952 -0.638 -2.965
C13 0.768 3.903 -4.187
C14 -0.700 4.039 -3.752
O13 -1.079 3.025 -2.821
O14 1.597 3.884 -3.070
H37 0.979 4.758 -4.830
H38 0.893 2.955 -4.724
H39 -1.417 3.958 -4.573
H40 -0.765 5.040 -3.366
H41 -0.347 2.766 -2.255
H42 2.530 3.619 -3.345
C15 5.723 3.112 -0.524
C16 6.860 2.984 -1.547
O15 7.582 1.723 -1.409
O16 4.848 2.026 -0.668
H43 5.169 4.040 -0.621
H44 6.232 3.036 0.458
H45 7.617 3.762 -1.392
H46 6.452 3.041 -2.578
H47 6.971 1.091 -1.724
H48 4.392 2.005 0.180
C17 -1.401 -1.857 -0.538
C18 -1.667 -0.543 0.218
C19 -0.350 0.179 0.661
O17 0.258 0.733 -0.545
C20 1.321 1.594 -0.172
N1 -2.516 0.403 -0.532
H49 -2.335 -2.277 -0.904
H50 -0.874 -2.517 0.175
H51 -0.741 -1.755 -1.419
H52 -2.188 -0.929 1.099
H53 0.330 -0.477 1.201
H54 -0.615 0.932 1.418
H55 1.958 1.861 -1.004
H56 1.922 1.193 0.635
H57 0.910 2.515 0.186
H58 -2.670 1.221 0.056
H59 -1.959 0.810 -1.283
C21 -5.401 -3.703 2.593
C22 -4.671 -3.336 1.257
C23 -4.290 -4.559 0.461
O18 -3.828 -4.171 -0.800
C24 -3.609 -5.325 -1.644
N2 -5.501 -2.432 0.470
H60 -6.484 -3.641 2.519
H61 -5.040 -3.014 3.357
H62 -5.119 -4.735 2.940
H63 -3.762 -2.715 1.570
H64 -5.132 -5.247 0.323
H65 -3.548 -5.108 0.966
H66 -4.357 -6.096 -1.627
H67 -2.643 -5.775 -1.416
H68 -3.515 -4.970 -2.678
H69 -5.072 -1.839 -0.205
H70 -6.279 -2.933 0.053
C25 0.208 -0.436 -3.415
C26 0.342 -1.278 -4.703
C27 0.119 -0.414 -5.941
O19 1.251 0.501 -6.119
C28 1.135 1.229 -7.371
N3 1.624 -1.920 -4.850
H71 -0.808 -0.528 -3.055
H72 0.521 0.603 -3.597
H73 0.943 -0.838 -2.631
H74 -0.402 -2.078 -4.747
H75 -0.780 0.124 -5.789
H76 0.052 -1.101 -6.736
H77 0.559 2.130 -7.309
H78 0.615 0.594 -8.103
H79 2.150 1.383 -7.632
H80 2.337 -1.191 -4.968
H81 1.910 -2.459 -4.021
C29 5.226 2.008 4.470
C30 5.476 2.240 3.002
O20 4.289 2.052 2.203
H82 4.282 2.443 4.725
H83 6.058 2.411 5.026
H84 5.084 0.984 4.720
H85 6.233 1.525 2.663
H86 5.939 3.270 2.932
H87 3.473 2.085 2.740
C31 -3.432 -0.319 -3.812
C32 -4.529 -1.101 -3.038
O21 -4.829 -0.557 -1.791
H88 -3.728 0.673 -4.021
H89 -3.348 -0.907 -4.737
H90 -2.537 -0.450 -3.355
H91 -4.194 -2.168 -2.972
H92 -5.478 -1.158 -3.600
H93 -4.031 -0.185 -1.403
C33 -2.247 -2.641 6.607
C34 -1.809 -1.410 5.883
O22 -2.183 -1.425 4.516
H94 -2.262 -2.657 7.714
H95 -1.608 -3.499 6.297
H96 -3.282 -2.818 6.228
H97 -0.725 -1.196 5.853
H98 -2.218 -0.497 6.288
H99 -3.050 -1.083 4.338
C35 2.950 -5.468 -1.732
C36 2.692 -5.028 -0.323
O23 3.747 -4.119 -0.079
H100 2.010 -5.994 -2.003
H101 3.728 -6.203 -1.738
H102 3.204 -4.599 -2.324
H103 2.670 -5.874 0.334
H104 1.764 -4.488 -0.174
H105 3.682 -3.747 0.816
C37 -6.982 2.141 -0.793
C38 -5.511 2.560 -0.944
O24 -5.169 3.647 -0.100
H106 -7.126 1.876 0.303
H107 -7.171 1.209 -1.437
H108 -7.721 2.904 -1.160
H109 -5.296 2.901 -1.939
H110 -4.835 1.741 -0.790
H111 -5.875 4.306 -0.191

Summary:
Largest force on an atom   4.3 eV/A
Lowest unoccupied orbital energy   0.3 eV
DFT total energy   -94810.2940 eV
E_HOMO   -8.75 eV
Frontier orbital gap   9.0648 eV